<A>
{
  "formula": "C5H8O",
  "method": "wB97M-V/def2-TZVPD",
  "smiles": "CC#C[C@@H](C)O",
  "e_lumo_ev": 0.853,
  "spin_multiplicity": 1,
  "homo_lumo_gap_ev": 10.5063,
  "species": ["C", "C", "C", "C", "C", "O", "H", "H", "H", "H", "H", "H", "H", "H"],
  "xyz": [[2.545, 0.095, 0.311], [1.388, -0.055, -0.562], [0.230, -0.006, -0.903], [-1.132, 0.333, -0.445], [-1.978, -0.901, -0.179], [-0.989, 0.995, 0.812], [3.047, -0.845, 0.544], [2.110, 0.483, 1.243], [3.265, 0.824, -0.060], [-1.632, 1.005, -1.154], [-1.392, -1.662, 0.349], [-2.816, -0.594, 0.452], [-2.350, -1.334, -1.111], [-0.296, 1.661, 0.702]]
}

---

<B>
{
  "formula": "C5H8O",
  "method": "wB97M-V/def2-TZVPD",
  "smiles": "C[C@H]1C[C@H]1C=O",
  "e_lumo_ev": 0.934,
  "spin_multiplicity": 1,
  "homo_lumo_gap_ev": 10.6870,
  "species": ["C", "C", "C", "C", "C", "O", "H", "H", "H", "H", "H", "H", "H", "H"],
  "xyz": [[-1.306, -0.934, -0.324], [-0.543, 0.334, -0.621], [-0.203, 1.233, 0.527], [0.894, 0.512, -0.212], [1.693, -0.571, 0.442], [2.692, -0.341, 1.083], [-0.873, -1.466, 0.529], [-2.332, -0.684, -0.039], [-1.343, -1.624, -1.174], [-0.828, 0.833, -1.545], [-0.432, 0.869, 1.525], [-0.283, 2.309, 0.392], [1.510, 1.147, -0.839], [1.354, -1.615, 0.256]]
}

---

<C>
{
  "formula": "C5H8O",
  "method": "wB97M-V/def2-TZVPD",
  "smiles": "O=C1CCCC1",
  "e_lumo_ev": 0.969,
  "spin_multiplicity": 1,
  "homo_lumo_gap_ev": 10.3936,
  "species": ["O", "C", "C", "C", "C", "C", "H", "H", "H", "H", "H", "H", "H", "H"],
  "xyz": [[-0.649, 2.422, -0.372], [-0.343, 1.282, -0.118], [-1.311, 0.143, 0.174], [-0.519, -1.142, -0.090], [0.981, -0.778, 0.089], [1.086, 0.751, -0.035], [-1.605, 0.230, 1.229], [-2.219, 0.250, -0.424], [-0.815, -1.957, 0.577], [-0.703, -1.485, -1.113], [1.592, -1.285, -0.664], [1.346, -1.115, 1.064], [1.571, 1.216, 0.832], [1.640, 1.087, -0.917]]
}

---

Of them, <C> has the highest stability.

---

<A>
{
  "formula": "C5H8O",
  "method": "wB97M-V/def2-TZVPD",
  "e_lumo_ev": 0.917,
  "spin_multiplicity": 1,
  "homo_lumo_gap_ev": 10.6794,
  "species": ["O", "C", "C", "C", "C", "C", "H", "H", "H", "H", "H", "H", "H", "H"],
  "xyz": [[0.280, -0.484, 2.082], [-0.039, -0.220, 0.746], [0.818, 0.888, 0.180], [0.049, 0.356, -1.037], [0.249, -1.073, -0.512], [-1.257, 0.501, -0.274], [0.099, -1.369, 2.422], [1.890, 0.687, 0.222], [0.564, 1.879, 0.573], [0.240, 0.576, -2.080], [-0.492, -1.801, -0.868], [1.270, -1.446, -0.641], [-1.563, 1.544, -0.088], [-2.108, -0.038, -0.727]]
}

---

<B>
{
  "formula": "C5H8O",
  "method": "wB97M-V/def2-TZVPD",
  "smiles": "O=CC1CCC1",
  "e_lumo_ev": 0.974,
  "spin_multiplicity": 1,
  "homo_lumo_gap_ev": 10.6077,
  "species": ["O", "C", "C", "C", "C", "C", "H", "H", "H", "H", "H", "H", "H", "H"],
  "xyz": [[-1.463, 1.077, 1.351], [-1.359, -0.113, 1.147], [-0.187, -0.734, 0.445], [1.073, 0.157, 0.508], [0.599, 0.831, -0.774], [-0.146, -0.418, -1.208], [-2.172, -0.803, 1.454], [-0.059, -1.783, 0.764], [1.171, 0.828, 1.364], [1.987, -0.433, 0.383], [-0.204, 1.496, -0.441], [1.263, 1.388, -1.434], [-0.888, -0.193, -2.005], [0.385, -1.298, -1.555]]
}

---

<C>
{
  "formula": "C5H8O",
  "method": "wB97M-V/def2-TZVPD",
  "smiles": "C1CC2(C1)CO2",
  "e_lumo_ev": 1.070,
  "spin_multiplicity": 1,
  "homo_lumo_gap_ev": 11.1374,
  "species": ["C", "O", "C", "C", "C", "C", "H", "H", "H", "H", "H", "H", "H", "H"],
  "xyz": [[-1.237, -1.239, 0.780], [-0.144, -1.996, 0.260], [-0.117, -0.598, 0.108], [0.828, 0.399, 0.770], [0.712, 1.265, -0.514], [-0.075, 0.132, -1.228], [-1.268, -1.195, 1.869], [-2.198, -1.343, 0.278], [1.833, 0.032, 0.995], [0.404, 0.845, 1.675], [1.664, 1.530, -0.979], [0.125, 2.175, -0.370], [0.518, -0.398, -1.980], [-1.045, 0.391, -1.663]]
}

---

<D>
{
  "formula": "C5H8O",
  "method": "wB97M-V/def2-TZVPD",
  "smiles": "O[C@@]12CC[C@@H]1C2",
  "e_lumo_ev": 0.875,
  "spin_multiplicity": 1,
  "homo_lumo_gap_ev": 9.6944,
  "species": ["O", "C", "C", "C", "C", "C", "H", "H", "H", "H", "H", "H", "H", "H"],
  "xyz": [[-0.968, -1.567, -0.793], [-0.474, -0.351, -0.358], [-0.680, 0.911, -1.028], [0.902, 0.152, -0.616], [1.309, -0.122, 0.851], [-0.192, -0.069, 1.139], [-1.929, -1.493, -0.800], [-1.060, 0.837, -2.065], [-1.032, 1.804, -0.523], [1.575, 0.361, -1.428], [1.656, -1.165, 0.997], [2.004, 0.513, 1.410], [-0.663, -0.772, 1.813], [-0.448, 0.961, 1.402]]
}

---

Of them, <B> has the highest stability.

---

<A>
{
  "formula": "C5H8O",
  "method": "wB97M-V/def2-TZVPD",
  "smiles": "C=C/C=C\\C=O.[H][H]",
  "e_lumo_ev": 0.186,
  "spin_multiplicity": 1,
  "homo_lumo_gap_ev": 9.3586,
  "species": ["O", "C", "C", "C", "C", "C", "H", "H", "H", "H", "H", "H", "H", "H"],
  "xyz": [[-0.505, -0.040, 2.071], [-1.377, -0.184, 1.231], [-1.197, -0.457, -0.203], [-0.114, -0.298, -0.989], [1.192, 0.292, -0.750], [1.762, -0.423, 0.221], [-2.438, -0.181, 1.550], [-2.063, -0.895, -0.682], [-0.769, 1.803, -0.053], [-0.107, -0.796, -1.957], [1.733, 0.805, -1.548], [-0.029, 1.898, -0.073], [2.778, -0.766, 0.143], [1.135, -0.759, 1.040]]
}

---

<B>
{
  "formula": "C5H8O",
  "method": "wB97M-V/def2-TZVPD",
  "e_lumo_ev": [-0.788, -0.627],
  "spin_multiplicity": 1,
  "homo_lumo_gap_ev": [7.6981, 7.4983],
  "species": ["C", "O", "C", "C", "C", "C", "H", "H", "H", "H", "H", "H", "H", "H"],
  "xyz": [[1.489, -1.987, 0.475], [1.949, -0.672, 0.667], [1.288, 0.254, -0.170], [-0.154, 0.420, 0.096], [-1.021, 1.125, -0.722], [-2.086, 1.968, -0.766], [1.695, -2.335, -0.552], [2.023, -2.629, 1.180], [0.410, -2.060, 0.662], [1.805, 1.209, 0.001], [1.469, -0.019, -1.231], [-2.717, 1.905, -1.651], [-2.270, 2.796, -0.096], [-0.849, 1.022, -1.800]]
}

---

Of them, <A> has the highest stability.

---

<A>
{
  "formula": "C5H8O",
  "method": "wB97M-V/def2-TZVPD",
  "e_lumo_ev": -0.529,
  "spin_multiplicity": 1,
  "homo_lumo_gap_ev": 7.6499,
  "species": ["C", "C", "C", "C", "C", "O", "H", "H", "H", "H", "H", "H", "H", "H"],
  "xyz": [[1.365, 1.457, 1.214], [0.712, 1.359, -0.124], [0.126, 0.260, -0.661], [0.174, -1.025, -0.023], [-0.928, -1.923, -0.428], [-2.055, -1.411, -1.135], [2.340, 1.953, 1.133], [0.747, 2.092, 1.864], [1.468, 0.472, 1.675], [-0.420, 0.395, -1.601], [0.636, 2.294, -0.684], [-1.253, -2.521, 0.440], [-0.444, -2.655, -1.102], [-2.469, -0.746, -0.569]]
}

---

<B>
{
  "formula": "C5H8O",
  "method": "wB97M-V/def2-TZVPD",
  "e_lumo_ev": -0.304,
  "spin_multiplicity": 1,
  "homo_lumo_gap_ev": 8.5929,
  "species": ["C", "C", "C", "C", "C", "O", "H", "H", "H", "H", "H", "H", "H", "H"],
  "xyz": [[1.173, 1.375, -0.384], [0.613, -1.461, -0.497], [-0.020, -1.644, 0.843], [-0.758, -0.931, -0.226], [-0.991, 0.574, -0.035], [0.109, 1.235, 0.530], [0.946, 2.134, -1.149], [2.059, 1.672, 0.178], [1.380, 0.423, -0.904], [0.293, -1.024, 1.684], [-0.183, -2.691, 1.100], [-1.548, -1.405, -0.809], [-1.814, 0.718, 0.671], [-1.259, 1.024, -1.004]]
}

---

<C>
{
  "formula": "C5H8O",
  "method": "wB97M-V/def2-TZVPD",
  "smiles": "C=CO/C=C/C",
  "e_lumo_ev": 1.135,
  "spin_multiplicity": 1,
  "homo_lumo_gap_ev": 9.7479,
  "species": ["C", "C", "C", "C", "C", "H", "H", "H", "H", "H", "H", "H", "H", "O"],
  "xyz": [[2.687, 0.543, 0.012], [1.581, -0.542, 0.148], [0.322, -0.143, -0.221], [-1.950, -0.326, 0.046], [-2.203, 1.019, 0.066], [3.682, 0.239, -0.532], [2.478, 1.481, -0.518], [2.986, 0.855, 1.118], [1.870, -1.481, 0.724], [0.230, 0.965, -0.632], [-2.797, -0.986, 0.244], [-3.281, 1.358, 0.348], [-1.438, 1.721, 0.129], [-0.794, -0.933, -0.148]]
}

---

Of them, <C> has the highest stability.

---

<A>
{
  "formula": "C5H8O",
  "method": "wB97M-V/def2-TZVPD",
  "smiles": "C[C@H]1C[C@H]1C=O",
  "e_lumo_ev": 0.961,
  "spin_multiplicity": 1,
  "homo_lumo_gap_ev": 10.8328,
  "species": ["C", "C", "C", "C", "C", "O", "H", "H", "H", "H", "H", "H", "H", "H"],
  "xyz": [[0.942, 0.539, -1.065], [0.838, -0.264, 0.209], [0.159, 0.130, 1.483], [-0.582, -0.757, 0.540], [-1.597, -0.146, -0.356], [-1.784, -0.544, -1.483], [0.637, 1.584, -0.944], [1.945, 0.504, -1.486], [0.244, 0.080, -1.788], [1.603, -1.030, 0.318], [-0.212, 1.147, 1.563], [0.536, -0.282, 2.413], [-0.655, -1.831, 0.658], [-2.105, 0.773, -0.001]]
}

---

<B>
{
  "formula": "C5H8O",
  "method": "wB97M-V/def2-TZVPD",
  "smiles": "C#C[C@@H](C)CO",
  "e_lumo_ev": 1.020,
  "spin_multiplicity": 1,
  "homo_lumo_gap_ev": 11.0222,
  "species": ["C", "C", "C", "O", "C", "C", "H", "H", "H", "H", "H", "H", "H", "H"],
  "xyz": [[-0.924, -0.384, 1.433], [-0.457, 0.315, 0.150], [1.067, 0.657, 0.287], [1.723, 0.874, -0.927], [-0.612, -0.434, -1.109], [-0.527, -0.922, -2.211], [-0.404, -1.334, 1.580], [-2.000, -0.579, 1.458], [-0.674, 0.244, 2.296], [-1.015, 1.253, 0.036], [1.209, 1.579, 0.860], [1.524, -0.159, 0.874], [1.451, 0.154, -1.519], [-0.361, -1.264, -3.211]]
}

---

Of them, <A> has the highest stability.

---

<A>
{
  "formula": "C5H8O",
  "method": "wB97M-V/def2-TZVPD",
  "e_lumo_ev": 0.582,
  "spin_multiplicity": 1,
  "homo_lumo_gap_ev": 8.9541,
  "species": ["C", "C", "C", "C", "C", "O", "H", "H", "H", "H", "H", "H", "H", "H"],
  "xyz": [[-1.626, -0.195, 0.361], [-0.173, 0.182, 0.229], [0.334, 1.107, -0.834], [0.854, -0.297, -0.781], [1.630, -0.538, 1.363], [0.556, 0.291, 1.443], [-1.735, -1.183, 0.815], [-2.153, 0.530, 0.996], [-2.122, -0.200, -0.615], [1.009, 1.915, -0.568], [-0.356, 1.322, -1.643], [0.664, -1.063, -1.523], [1.869, -0.310, -0.327], [1.248, -1.562, 1.083]]
}

---

<B>
{
  "formula": "C5H8O",
  "method": "wB97M-V/def2-TZVPD",
  "e_lumo_ev": 0.653,
  "spin_multiplicity": 1,
  "homo_lumo_gap_ev": 10.1197,
  "species": ["C", "C", "C", "C", "C", "O", "H", "H", "H", "H", "H", "H", "H", "H"],
  "xyz": [[1.774, -0.517, 0.388], [0.801, 0.568, 0.759], [-1.207, -0.335, -1.431], [-2.094, 0.203, -0.603], [-0.315, 0.333, 1.718], [0.741, 0.910, 2.188], [2.767, -0.286, 0.787], [1.460, -1.491, 0.777], [1.857, -0.593, -0.701], [0.763, 1.454, 0.129], [-0.755, 0.232, -2.241], [-0.879, -1.367, -1.316], [-2.396, 1.245, -0.682], [-2.515, -0.356, 0.228]]
}

---

Of them, <B> has the highest stability.